No. 1
ORCA calculation (ωB97M-V/def2-TZVPD) on 4 unconnected molecules or ions with the total composition C2H13N2O3.

## Properties
Energy relative to the best compared isomer or geometry (same formula, charge and spin) = 16.1 kcal/mol
HOMO = -0.4495 Eh
Kohn-Sham gap = 9.62 eV
E_LUMO = -0.096 hartree
DFT total energy = -11401.6464 eV
Strongest force on any atom = 0.03090 Eh/bohr

Geometry as ORCA input:
```
! RIJCOSX wB97M-V def2-TZVPD def2/J DEFGRID3
* xyz 1 1
C -0.23 0.15 -0.89
C 0.03 -0.99 -1.51
N 0.00 -1.23 -2.84
N 0.03 0.29 0.54
H -0.54 1.07 -1.37
H 0.54 -1.81 -1.00
H 0.24 -2.16 -3.15
H 0.03 -0.50 -3.53
H -0.34 1.21 0.85
H 1.05 0.38 0.70
H -0.38 -0.48 1.10
H 3.11 -0.62 1.47
H 3.53 0.88 1.31
O 2.82 0.25 1.18
H -0.50 3.48 1.46
H -1.99 3.09 1.31
O -1.09 2.75 1.24
H -1.77 -2.09 0.36
H -2.72 -1.92 1.54
O -1.82 -1.74 1.25
*
```

No. 2
ORCA calculation (ωB97M-V/def2-TZVPD) on a molecular structure, C27H58N3O7PdS6.

## Properties
Energy relative to the best compared isomer or geometry (same formula, charge and spin) = 12.5 kcal/mol
HOMO (alpha / beta) = -0.3582 / -0.3582 Eh
Kohn-Sham gap (alpha / beta) = 8.02 / 6.55 eV
E_LUMO (alpha / beta) = -0.064 / -0.117 hartree
DFT total energy = -116220.5593 eV
Strongest force on any atom = 0.03208 Eh/bohr

Geometry as ORCA input:
```
! RIJCOSX wB97M-V def2-TZVPD def2/J DEFGRID3
* xyz 1 3
Pd -1.07 -3.19 1.71
C 0.51 -0.68 -0.99
C -0.52 -0.40 0.09
C -1.46 0.69 -0.38
O -1.24 -1.50 0.44
H 1.11 0.23 -1.16
H 0.06 -0.88 -1.97
H 1.27 -1.39 -0.67
H 0.12 0.01 0.90
H -0.89 1.61 -0.55
H -2.17 0.92 0.41
H -1.99 0.41 -1.30
C -4.56 3.52 -2.33
S -4.56 2.68 -0.77
O -5.35 3.52 0.16
C -5.56 1.26 -1.23
H -4.09 4.49 -2.25
H -5.58 3.68 -2.71
H -4.12 2.87 -3.10
H -5.91 0.84 -0.29
H -4.85 0.53 -1.63
H -6.32 1.48 -1.97
C -0.53 -6.52 -1.66
S 0.11 -5.18 -0.70
O -0.96 -4.83 0.31
C 0.01 -3.86 -1.90
H 0.26 -6.79 -2.37
H -1.43 -6.28 -2.21
H -0.65 -7.35 -0.97
H -0.23 -2.96 -1.33
H -0.75 -4.04 -2.65
H 1.01 -3.71 -2.30
C 3.22 -4.42 2.83
S 2.59 -3.44 1.47
O 1.10 -3.56 1.61
C 2.94 -1.86 2.19
H 2.40 -4.56 3.54
H 4.08 -3.94 3.30
H 3.53 -5.41 2.49
H 3.99 -1.59 2.30
H 2.43 -1.81 3.15
H 2.56 -1.08 1.53
C 0.07 0.38 3.81
S -0.37 -1.16 4.59
O -0.17 -2.36 3.72
C 0.90 -1.26 5.83
H -0.77 0.54 3.13
H 0.98 0.42 3.20
H 0.10 1.20 4.53
H 0.84 -2.24 6.29
H 0.69 -0.52 6.61
H 1.90 -1.11 5.41
C -4.56 -1.03 1.44
S -4.28 -1.89 2.99
O -2.82 -2.23 2.97
C -4.43 -0.46 4.07
H -5.39 -0.33 1.51
H -4.84 -1.80 0.72
H -3.63 -0.59 1.11
H -5.24 0.20 3.80
H -3.45 0.01 3.97
H -4.42 -0.80 5.10
C 3.69 2.21 0.80
S 3.39 1.51 2.42
O 4.63 0.74 2.68
C 3.54 3.02 3.32
H 3.69 1.40 0.07
H 4.67 2.66 0.79
H 2.89 2.90 0.51
H 4.17 3.79 2.88
H 3.81 2.69 4.32
H 2.57 3.51 3.46
N 0.61 5.03 3.85
C -0.35 4.21 3.32
C -0.37 4.41 1.97
C 0.65 5.33 1.67
C 1.27 5.68 2.84
H 0.85 5.01 4.82
H -1.09 3.78 3.99
H -1.02 3.94 1.25
H 0.93 5.63 0.68
H 1.98 6.40 3.19
N 1.31 2.64 -5.88
C 1.09 2.66 -4.54
C 0.04 1.83 -4.26
C -0.48 1.41 -5.53
C 0.29 1.96 -6.50
H 2.12 3.00 -6.34
H 1.80 3.15 -3.89
H -0.14 1.52 -3.25
H -1.26 0.67 -5.63
H 0.27 1.88 -7.57
N 1.73 -0.90 -5.61
C 2.14 -1.16 -6.89
C 3.00 -2.22 -6.87
C 3.13 -2.62 -5.51
C 2.37 -1.76 -4.76
H 1.09 -0.15 -5.40
H 1.78 -0.59 -7.74
H 3.59 -2.61 -7.68
H 3.85 -3.34 -5.15
H 2.14 -1.65 -3.71
*
```

No. 3
ORCA calculation (ωB97M-V/def2-TZVPD) on a molecular structure, C3H3LiO3.

## Properties
Energy relative to the best compared isomer or geometry (same formula, charge and spin) = 2.2 kcal/mol
HOMO (alpha / beta) = -0.5245 / -0.5460 Eh
Kohn-Sham gap (alpha / beta) = 9.74 / 9.16 eV
E_LUMO (alpha / beta) = -0.167 / -0.209 hartree
DFT total energy = -9498.3230 eV
Strongest force on any atom = 0.05309 Eh/bohr

Geometry as ORCA input:
```
! RIJCOSX wB97M-V def2-TZVPD def2/J DEFGRID3
* xyz 1 2
O -1.36 -0.31 -0.52
C -1.91 -0.67 0.57
O -1.60 -0.42 1.69
Li 0.04 0.58 2.17
C -0.11 0.63 -0.35
C 1.12 0.22 -0.70
H -0.38 1.67 -0.16
H 1.93 0.94 -0.68
O 1.50 -1.00 -1.04
H 0.78 -1.64 -0.98
*
```

No. 4
ORCA calculation (ωB97M-V/def2-TZVPD) on 2 unconnected molecules or ions with the total composition C2H6Cl3PSi.

## Properties
Energy relative to the best compared isomer or geometry (same formula, charge and spin) = 107.0 kcal/mol
HOMO = -0.3121 Eh
Kohn-Sham gap = 8.26 eV
E_LUMO = -0.009 hartree
DFT total energy = -56904.1469 eV
Strongest force on any atom = 0.06483 Eh/bohr
SMILES = C=[Si](C)P(Cl)Cl.Cl

Geometry as ORCA input:
```
! RIJCOSX wB97M-V def2-TZVPD def2/J DEFGRID3
* xyz 0 1
C -0.28 -1.39 -0.36
Si -0.71 0.25 0.03
C -1.54 1.00 1.56
P 0.20 2.10 -0.94
Cl 1.97 1.26 -1.45
Cl -0.78 1.96 -2.67
H -0.74 -2.25 0.31
H 0.32 -1.86 -1.15
H -1.11 0.61 2.53
H -1.63 2.11 1.29
H -2.70 0.65 1.75
Cl 3.60 -1.95 0.10
H 3.39 -2.50 -1.00
*
```

No. 5
ORCA calculation (ωB97M-V/def2-TZVPD) on a single C4H7NO molecule.

## Properties
Energy relative to the best compared isomer or geometry (same formula, charge and spin) = 116.8 kcal/mol
HOMO (alpha / beta) = -0.3293 / -0.3115 Eh
Kohn-Sham gap (alpha / beta) = 8.57 / 8.14 eV
E_LUMO (alpha / beta) = -0.014 / -0.012 hartree
DFT total energy = -7794.5814 eV
Strongest force on any atom = 0.04880 Eh/bohr

Geometry as ORCA input:
```
! RIJCOSX wB97M-V def2-TZVPD def2/J DEFGRID3
* xyz 0 1
O 0.35 1.88 -2.33
C -0.29 1.21 -1.56
N 0.02 1.06 -0.24
C -0.50 -0.06 0.46
C -0.03 -0.31 1.75
C 0.33 -1.49 -0.41
H -1.22 0.67 -1.81
H 0.91 1.45 0.05
H -1.56 -0.20 0.27
H 0.84 0.16 2.21
H -0.70 -0.82 2.45
H 0.60 -2.43 0.09
H 1.25 -1.13 -0.93
*
```

No. 6
ORCA calculation (ωB97M-V/def2-TZVPD) on a gas-phase ion, C4H12N2O (charge +2).

## Properties
Energy relative to the best compared isomer or geometry (same formula, charge and spin) = 6.3 kcal/mol
HOMO = -0.6774 Eh
Kohn-Sham gap = 10.92 eV
E_LUMO = -0.276 hartree
DFT total energy = -9352.8825 eV
Strongest force on any atom = 0.02615 Eh/bohr
SMILES = [NH3+]CC[C@@H]([NH3+])C=O

Geometry as ORCA input:
```
! RIJCOSX wB97M-V def2-TZVPD def2/J DEFGRID3
* xyz 2 1
N -2.31 -0.43 -1.31
C -0.79 -0.36 -1.16
C -0.42 0.32 0.15
C 1.11 0.46 0.30
N 1.42 1.04 1.65
C 1.72 -0.97 0.30
O 1.40 -1.79 1.12
H -2.65 -1.31 -0.89
H -2.60 -0.42 -2.29
H -2.75 0.34 -0.81
H -0.47 -1.37 -1.25
H -0.42 0.16 -2.04
H -0.88 1.31 0.20
H -0.78 -0.30 0.98
H 1.59 0.97 -0.53
H 0.73 1.77 1.87
H 2.35 1.45 1.77
H 1.24 0.32 2.37
H 2.51 -1.20 -0.43
*
```

No. 7
ORCA calculation (ωB97M-V/def2-TZVPD) on a single C17H13BrF3N3O3 molecule.

## Properties
HOMO = -0.3056 Eh
Kohn-Sham gap = 7.65 eV
E_LUMO = -0.024 hartree
DFT total energy = -106647.5416 eV
Strongest force on any atom = 0.02517 Eh/bohr
SMILES = CCOC(=O)c1nn2c(C(F)(F)F)cc(-c3ccc(OC)cc3)nc2c1Br

Geometry as ORCA input:
```
! RIJCOSX wB97M-V def2-TZVPD def2/J DEFGRID3
* xyz 0 1
C -6.72 -2.56 0.18
C -6.51 -1.06 0.10
O -5.10 -0.80 0.10
C -4.72 0.46 -0.07
O -5.47 1.39 -0.21
C -3.24 0.56 -0.06
N -2.64 1.75 -0.05
N -1.35 1.51 -0.05
C -0.32 2.40 -0.05
C -0.67 3.86 -0.06
F -1.39 4.22 1.01
F -1.37 4.21 -1.15
F 0.43 4.63 -0.06
C 0.96 1.93 -0.05
C 1.19 0.52 -0.05
C 2.53 -0.05 -0.05
C 2.68 -1.43 -0.29
C 3.92 -2.01 -0.30
C 5.07 -1.24 -0.06
O 6.25 -1.91 -0.10
C 7.44 -1.20 0.13
C 4.93 0.12 0.18
C 3.68 0.70 0.19
N 0.18 -0.33 -0.06
C -1.05 0.14 -0.06
C -2.30 -0.48 -0.07
Br -2.57 -2.32 -0.09
H -6.25 -3.04 -0.68
H -6.27 -2.95 1.08
H -7.78 -2.78 0.18
H -6.94 -0.63 -0.81
H -6.96 -0.54 0.96
H 1.77 2.63 -0.07
H 1.80 -2.02 -0.46
H 4.05 -3.06 -0.48
H 8.24 -1.94 0.05
H 7.46 -0.75 1.13
H 7.60 -0.42 -0.62
H 5.79 0.74 0.38
H 3.61 1.76 0.40
*
```